A 2-piece molecular cluster, C5H9NO2 overall at a distorted geometry. Source: OMol25; level of theory: the ωB97M-V functional and the def2-TZVPD basis.

Last column: Löwdin charge in e.
CARTESIAN COORDINATES (ANGSTROEM)
C -0.78713 -0.16509 0.53155  -0.3638
C -0.58240 -1.39114 -0.47001  -0.0750
C 0.86395 0.32258 -0.92752  -0.3248
C 1.71664 1.20424 -0.07765  0.0390
C 0.61760 0.23831 0.51407  -0.3659
H -1.80146 1.21287 -0.84602  0.0847
H -2.68251 0.74689 0.54486  0.1375
H -1.02310 -0.49497 1.52078  0.1169
H -1.43694 -1.60508 -1.19212  0.1378
H -0.30552 -2.30424 0.00384  0.0961
H 0.37989 1.22568 -1.53063  0.1667
H 1.18506 2.18945 -0.32104  0.1252
H 2.81619 1.18933 0.25366  0.1339
H 0.72927 -1.18136 2.16138  0.2885
N -1.65111 0.91395 0.13629  0.0282
O 0.62933 -1.02656 -1.26115  -0.0817
O 1.33225 -1.07485 0.95973  -0.1434

Cartesian forces (eV/Å) of the 6 atoms listed first:
C -0.652 -0.068 -0.997
C -0.480 0.515 -1.684
C -0.950 0.644 -2.478
C 0.227 0.733 1.659
C 3.366 -0.222 0.990
H 0.722 -1.000 0.897

Computed properties:
- Strongest force on any atom: 0.128 Eh/bohr
- HOMO level: -0.327 Ha
- Kohn-Sham gap: 9.2868 eV
- Charge: 0
- Electronic energy: -10908.0446 eV